[1]
Computed, not measured: a cluster of 2 separate species, C3BrFN2 in total in a non-equilibrium geometry, with the ωB97M-V functional and the def2-TZVPD basis.

ORCA input file:
```
! RIJCOSX wB97M-V def2-TZVPD def2/J DEFGRID3
* xyz 0 1
C -0.761 -1.001 -0.462
C 1.126 0.532 -0.483
C 0.274 -0.351 0.135
N -1.570 -1.739 -0.839
N 1.628 1.293 -1.160
F -0.827 1.936 0.767
Br 0.130 -0.670 2.043
*
```

Output
energy relative to the best compared isomer or geometry (same formula, charge and spin): 415.9 kJ/mol
maximum force: 5.16 eV/A
orbital gap (alpha / beta): 5.766 / 5.784 eV



[2]
Computed, not measured: a structure of composition C3CdO in a non-equilibrium geometry, with the ωB97M-V functional and the def2-TZVPD basis.

ORCA input file:
```
! RIJCOSX wB97M-V def2-TZVPD def2/J DEFGRID3
* xyz 1 2
C -1.473 0.993 -0.107
C -0.427 -0.481 -0.096
O -1.750 -0.351 -0.020
C 0.767 -0.171 0.100
Cd 2.884 0.011 0.123
*
```

Output
energy relative to the best compared isomer or geometry (same formula, charge and spin): 17.0 kJ/mol
maximum force: 5.45 eV/A
orbital gap (alpha / beta): 5.577 / 9.264 eV



[3]
Computed, not measured: a cluster of 2 separate species, C3Cl2F2 in total in a non-equilibrium geometry, with the ωB97M-V functional and the def2-TZVPD basis.

ORCA input file:
```
! RIJCOSX wB97M-V def2-TZVPD def2/J DEFGRID3
* xyz 0 1
C 0.860 -0.262 0.730
C 0.050 -0.874 -0.085
C -0.147 0.671 0.263
F -1.240 1.008 0.941
F 0.067 1.609 -0.646
Cl 1.887 -1.070 -2.339
Cl -0.707 -2.006 -0.978
*
```

Output
energy relative to the best compared isomer or geometry (same formula, charge and spin): 411.8 kJ/mol
maximum force: 2.40 eV/A
orbital gap (alpha / beta): 9.136 / 5.104 eV



[4]
Computed, not measured: a cluster of 2 separate species, C3Cl2NO2 in total in a non-equilibrium geometry, with the ωB97M-V functional and the def2-TZVPD basis.

ORCA input file:
```
! RIJCOSX wB97M-V def2-TZVPD def2/J DEFGRID3
* xyz -1 1
C -1.394 -2.440 -0.176
C 0.740 1.328 -0.837
C 0.168 0.525 0.446
N -1.760 -3.533 -0.045
O 0.230 0.996 -1.851
O 1.600 2.055 -0.282
Cl -0.960 1.408 1.312
Cl 1.376 -0.338 1.433
*
```

Output
energy relative to the best compared isomer or geometry (same formula, charge and spin): 332.4 kJ/mol
maximum force: 3.24 eV/A
orbital gap (alpha / beta): 5.744 / 5.740 eV



[5]
Computed, not measured: a cluster of 2 separate species, C3Cl2O3 in total in a non-equilibrium geometry, with the ωB97M-V functional and the def2-TZVPD basis.

ORCA input file:
```
! RIJCOSX wB97M-V def2-TZVPD def2/J DEFGRID3
* xyz 0 1
C -0.959 -0.462 0.431
C -1.755 0.282 -0.368
C 3.048 0.739 -0.536
O 0.051 -1.117 0.300
O -2.661 0.647 -0.983
O 2.797 0.573 -1.675
Cl -1.901 -0.173 2.004
Cl 2.361 0.029 0.766
*
```

Output
energy relative to the best compared isomer or geometry (same formula, charge and spin): 348.0 kJ/mol
maximum force: 2.98 eV/A
orbital gap (alpha / beta): 8.333 / 7.147 eV



[6]
Computed, not measured: a structure of composition C3CrLi2O3 in a non-equilibrium geometry, with the ωB97M-V functional and the def2-TZVPD basis.

ORCA input file:
```
! RIJCOSX wB97M-V def2-TZVPD def2/J DEFGRID3
* xyz 1 6
O -2.495 0.719 -0.174
C -1.447 1.149 0.118
O -0.504 1.850 0.066
Cr 1.706 1.710 0.250
Li -2.412 -1.559 -0.230
C -0.500 -1.284 0.377
C 0.647 -0.944 0.045
O 1.788 -0.337 0.078
Li 3.217 -1.304 -0.530
*
```

Output
maximum force: 2.27 eV/A
orbital gap (alpha / beta): 6.745 / 7.033 eV



[7]
Computed, not measured: a structure of composition C3CuLiMgO3 in a non-equilibrium geometry, with the ωB97M-V functional and the def2-TZVPD basis.

ORCA input file:
```
! RIJCOSX wB97M-V def2-TZVPD def2/J DEFGRID3
* xyz 1 2
O -2.500 0.665 -0.008
C -1.394 1.070 -0.122
O -0.557 1.857 0.189
Mg 1.664 1.838 0.105
Cu -2.702 -1.752 -0.221
C -0.395 -1.004 -0.508
C 0.699 -0.936 0.080
O 1.824 -0.395 0.378
Li 3.361 -1.343 0.106
*
```

Output
energy relative to the best compared isomer or geometry (same formula, charge and spin): 0.0 kJ/mol
maximum force: 3.03 eV/A
orbital gap (alpha / beta): 6.436 / 7.106 eV



[8]
Computed, not measured: a structure of composition C3EuLiO3 in a non-equilibrium geometry, with the ωB97M-V functional and the def2-TZVPD basis.

ORCA input file:
```
! RIJCOSX wB97M-V def2-TZVPD def2/J DEFGRID3
* xyz 3 8
C -0.011 1.036 0.118
C 1.102 1.769 0.282
O 1.909 2.553 0.458
O -0.570 -0.785 -1.400
C -0.603 -0.095 -0.409
O -0.415 -0.266 0.882
Eu -1.039 -2.962 -2.588
Li -0.372 -1.250 2.658
*
```

Output
maximum force: 3.99 eV/A
orbital gap (alpha / beta): 8.212 / 8.426 eV